Entry 1:
DFT (ωB97M-V/def2-TZVPD) results for a cluster of 2 separate species, C7H15NO2S in total in a non-equilibrium geometry.

```
26
Properties=species:S:1:pos:R:3:nbo_charge:R:1
C -0.898 2.310 -0.559 -0.46
C -1.699 1.153 -0.960 -0.28
C -0.820 1.039 0.196 0.40
C -3.161 0.875 -0.849 -0.61
C 0.620 -1.590 -1.373 -0.63
C 3.227 -1.680 1.375 -0.87
C 1.183 -0.478 -0.487 -0.70
N -0.925 0.970 1.528 -0.75
O 1.666 0.363 1.960 -1.01
O 0.591 -1.809 1.588 -0.99
S 1.598 -0.860 1.146 2.12
H -0.172 2.863 -1.201 0.24
H -1.329 3.099 -0.006 0.22
H -1.396 0.779 -1.975 0.25
H -3.707 0.987 0.112 0.22
H -3.362 -0.189 -1.171 0.22
H -3.659 1.396 -1.580 0.22
H 1.538 -2.036 -2.035 0.19
H -0.159 -1.010 -1.985 0.20
H 0.110 -2.353 -0.848 0.23
H 4.046 -1.303 0.650 0.24
H 3.506 -1.377 2.392 0.25
H 3.064 -2.777 1.296 0.24
H 1.766 0.300 -1.053 0.23
H -0.162 1.228 2.078 0.44
H -1.467 0.102 1.760 0.40
```

As for the HOMO energy (alpha / beta): -7.388 / -7.389 eV. The value obtained for the total energy is -878.9457 a.u. Its net charge is 0. For the LUMO energy (alpha / beta), the calculation gives 0.25 / 0.25 eV. The calculation puts the gap between HOMO and LUMO (alpha / beta) at 0.2808 / 0.2809 hartree. The calculation puts the energy relative to the best compared isomer or geometry (same formula, charge and spin) at 108.8 kcal/mol. The molar mass comes out at 177.3 g/mol.

Entry 2:
DFT (ωB97M-V/def2-TZVPD) results for a structure of composition C7H15O2S in a non-equilibrium geometry.

```
25
Properties=species:S:1:pos:R:3:nbo_charge:R:1
C 0.150 -1.451 0.139 -0.55
C -3.543 -0.615 -0.284 -0.60
C 3.247 0.966 -0.863 -0.63
C 1.049 1.847 0.075 -0.65
C -0.932 -0.686 0.161 -0.27
C -2.227 -1.452 -0.231 -0.44
C 1.790 0.664 -0.572 -0.34
O -0.912 0.903 2.109 -1.15
O 2.652 -1.882 0.018 -1.04
S 1.704 -0.869 0.619 1.21
H 0.271 -2.610 -0.129 0.19
H -3.546 0.095 -1.110 0.19
H -4.284 -1.349 -0.507 0.18
H -3.864 -0.135 0.593 0.21
H 3.736 0.073 -1.039 0.24
H 3.271 1.830 -1.543 0.20
H 3.706 1.439 0.054 0.19
H 1.361 1.851 1.134 0.23
H -0.025 1.633 0.093 0.26
H 1.266 2.796 -0.472 0.18
H -1.046 0.099 1.160 0.38
H -0.987 0.532 3.078 0.42
H -1.959 -1.713 -1.315 0.19
H -2.228 -2.355 0.361 0.20
H 1.350 0.386 -1.527 0.20
```

As for the HOMO energy: -3.768 eV. The value obtained for the total energy is -824.2761 a.u. Its net charge is -1. For the LUMO energy, the calculation gives 3.75 eV. The calculation puts the gap between HOMO and LUMO at 0.2761 hartree. The calculation puts the energy relative to the best compared isomer or geometry (same formula, charge and spin) at 37.9 kcal/mol. The molar mass comes out at 163.3 g/mol.

Entry 3:
DFT (ωB97M-V/def2-TZVPD) results for a structure of composition C7H15O6Sn in a non-equilibrium geometry.

```
29
Properties=species:S:1:pos:R:3:nbo_charge:R:1
Sn -9.831 -3.276 -10.465 1.81
O -7.969 -0.859 -14.124 -0.62
C -9.098 -0.482 -13.508 0.95
O -9.484 -1.026 -12.419 -0.69
O -9.852 0.293 -14.077 -0.14
H -7.845 -0.324 -14.911 0.53
C -7.006 -5.539 -9.001 -0.25
O -8.120 -4.772 -8.559 -0.62
C -8.548 -4.865 -7.252 -0.10
C -10.075 -5.294 -7.151 -0.10
O -10.905 -4.223 -7.718 -0.61
C -12.319 -4.465 -7.392 -0.10
C -12.940 -5.919 -7.633 -0.10
O -12.544 -6.903 -6.693 -0.54
C -13.229 -8.146 -6.825 -0.26
H -6.157 -5.336 -8.348 0.22
H -6.706 -5.168 -9.981 0.19
H -7.260 -6.599 -9.029 0.21
H -8.263 -3.924 -6.781 0.21
H -8.006 -5.662 -6.743 0.22
H -10.278 -5.257 -6.081 0.23
H -10.156 -6.295 -7.575 0.21
H -12.816 -3.836 -8.131 0.18
H -12.597 -3.906 -6.498 0.23
H -12.842 -6.176 -8.688 0.17
H -14.019 -5.767 -7.661 0.21
H -14.298 -7.957 -6.920 0.18
H -13.188 -8.829 -5.977 0.23
H -12.887 -8.680 -7.711 0.17
```

As for the HOMO energy (alpha / beta): -15.227 / -15.227 eV. The value obtained for the total energy is -940.6148 a.u. Its net charge is +2. For the LUMO energy (alpha / beta), the calculation gives -10.99 / -11.01 eV. The calculation puts the gap between HOMO and LUMO (alpha / beta) at 0.1557 / 0.1549 hartree. The calculation puts the energy relative to the best compared isomer or geometry (same formula, charge and spin) at 23.5 kcal/mol. Its spin multiplicity is 2. The molar mass comes out at 313.9 g/mol.

The lowest molar mass belongs to which entry?
C7H15O2S

Please write out number 3 again, unchanged.
DFT (ωB97M-V/def2-TZVPD) results for a structure of composition C7H15O6Sn in a non-equilibrium geometry.

```
29
Properties=species:S:1:pos:R:3:nbo_charge:R:1
Sn -9.831 -3.276 -10.465 1.81
O -7.969 -0.859 -14.124 -0.62
C -9.098 -0.482 -13.508 0.95
O -9.484 -1.026 -12.419 -0.69
O -9.852 0.293 -14.077 -0.14
H -7.845 -0.324 -14.911 0.53
C -7.006 -5.539 -9.001 -0.25
O -8.120 -4.772 -8.559 -0.62
C -8.548 -4.865 -7.252 -0.10
C -10.075 -5.294 -7.151 -0.10
O -10.905 -4.223 -7.718 -0.61
C -12.319 -4.465 -7.392 -0.10
C -12.940 -5.919 -7.633 -0.10
O -12.544 -6.903 -6.693 -0.54
C -13.229 -8.146 -6.825 -0.26
H -6.157 -5.336 -8.348 0.22
H -6.706 -5.168 -9.981 0.19
H -7.260 -6.599 -9.029 0.21
H -8.263 -3.924 -6.781 0.21
H -8.006 -5.662 -6.743 0.22
H -10.278 -5.257 -6.081 0.23
H -10.156 -6.295 -7.575 0.21
H -12.816 -3.836 -8.131 0.18
H -12.597 -3.906 -6.498 0.23
H -12.842 -6.176 -8.688 0.17
H -14.019 -5.767 -7.661 0.21
H -14.298 -7.957 -6.920 0.18
H -13.188 -8.829 -5.977 0.23
H -12.887 -8.680 -7.711 0.17
```

As for the HOMO energy (alpha / beta): -15.227 / -15.227 eV. The value obtained for the total energy is -940.6148 a.u. Its net charge is +2. For the LUMO energy (alpha / beta), the calculation gives -10.99 / -11.01 eV. The calculation puts the gap between HOMO and LUMO (alpha / beta) at 0.1557 / 0.1549 hartree. The calculation puts the energy relative to the best compared isomer or geometry (same formula, charge and spin) at 23.5 kcal/mol. Its spin multiplicity is 2. The molar mass comes out at 313.9 g/mol.

molar mass of number 1 (C7H15NO2S)?
177.3 g/mol